Molecular formula: C67H72BrN10O2PS
Method: DFT, wB97M-V/def2-TZVPD

Its molar mass is 1192.33 g/mol. Its structure (SMILES) is CCCCCCCCc1c(P(O)Br)ccc2c1Nc1cccc(CC=O)c1S2.c1ccncc1.c1ccncc1.c1ccncc1.c1ccncc1.c1ccncc1.c1ccncc1.c1ccncc1.c1ccncc1.c1ccncc1. The calculation puts the max |F| at 2.0 eV/A. Its frontier orbital gap is 8.56 eV.

Last column: Mulliken charge in e.
Geometry (Å):
C (0.20562, 6.14981, 4.50207)  -1.543
C (1.20127, 6.13289, 3.31522)  0.614
C (0.52635, 6.44388, 1.95883)  -0.524
C (1.33522, 7.47154, 1.11081)  -1.075
C (2.75281, 6.98921, 0.75384)  -0.835
C (2.77393, 5.83966, -0.29900)  0.162
C (3.74103, 4.72827, 0.17944)  0.399
C (3.94399, 3.57326, -0.84616)  -1.409
C (2.91806, 2.46120, -0.55094)  -0.619
C (1.87953, 2.09475, -1.41393)  1.598
P (1.60458, 2.93441, -3.05195)  0.104
O (1.75345, 4.56341, -2.84742)  -0.504
Br (-0.56715, 2.53214, -3.61751)  -0.110
C (1.00047, 1.06459, -1.09795)  -0.081
C (1.11667, 0.40478, 0.10779)  -1.715
C (2.13010, 0.77425, 0.98528)  1.200
C (3.04438, 1.78701, 0.66978)  -0.979
N (4.10352, 2.10966, 1.59699)  -0.101
C (3.62212, 2.41200, 2.92102)  -0.435
C (3.99815, 3.60099, 3.52034)  -0.253
C (3.52326, 3.86418, 4.79072)  -1.066
C (2.72620, 2.97770, 5.47810)  -0.565
C (2.33429, 1.77948, 4.88343)  0.606
C (1.43878, 0.76283, 5.58797)  0.489
C (0.53636, 1.55546, 6.57629)  -0.243
O (-0.39857, 2.22648, 6.18621)  -0.466
C (2.79354, 1.51370, 3.58983)  0.325
S (2.38420, 0.03750, 2.61610)  -0.328
H (-0.52998, 5.35499, 4.30478)  0.295
H (-0.28970, 7.12454, 4.60916)  0.418
H (0.70674, 5.88624, 5.44499)  0.353
H (1.61282, 5.11469, 3.28615)  -0.556
H (2.02118, 6.84274, 3.50571)  0.355
H (-0.48813, 6.85199, 2.07379)  0.464
H (0.52084, 5.51571, 1.36444)  0.217
H (1.41218, 8.37470, 1.74482)  0.401
H (0.77517, 7.77029, 0.21199)  0.350
H (3.26684, 7.84130, 0.27562)  0.416
H (3.34587, 6.75133, 1.64790)  0.312
H (3.12033, 6.24840, -1.25621)  0.577
H (1.76551, 5.41123, -0.40276)  -0.396
H (4.73458, 5.13951, 0.42006)  0.447
H (3.31778, 4.38009, 1.12832)  -0.798
H (3.87711, 3.90044, -1.88733)  0.790
H (4.92442, 3.12100, -0.64345)  0.379
H (1.10100, 4.90665, -2.21622)  0.390
H (0.19137, 0.76722, -1.76010)  -0.332
H (0.42640, -0.39641, 0.37525)  0.862
H (4.65960, 1.25540, 1.69724)  0.484
H (4.64909, 4.27054, 2.96298)  0.562
H (3.79810, 4.81327, 5.25265)  0.308
H (2.36753, 3.22426, 6.47726)  0.444
H (1.98402, -0.06351, 6.08081)  0.083
H (0.75965, 0.36913, 4.81733)  0.170
H (0.74720, 1.46594, 7.67111)  0.343
C (-6.08870, 3.39625, -3.27917)  0.100
C (-4.77569, 3.09440, -3.59984)  -0.534
C (-3.86108, 2.95649, -2.56609)  0.223
N (-4.17265, 3.10175, -1.27671)  -0.452
C (-5.44125, 3.39400, -0.98911)  -0.311
C (-6.43325, 3.54948, -1.94564)  -0.405
H (-6.83240, 3.51069, -4.05856)  0.336
H (-4.46636, 2.96810, -4.62912)  0.395
H (-2.82022, 2.71714, -2.76974)  -0.143
H (-5.66391, 3.50828, 0.06682)  0.365
H (-7.44788, 3.78499, -1.65300)  0.374
C (4.35212, -2.80649, -1.66681)  -0.547
C (4.07084, -2.00186, -0.57460)  -0.072
C (3.27676, -2.52189, 0.43614)  -0.275
N (2.76270, -3.75187, 0.41770)  -0.488
C (3.04298, -4.50961, -0.64385)  -0.405
C (3.82904, -4.08878, -1.70581)  -0.330
H (4.96913, -2.43839, -2.47760)  0.397
H (4.45704, -0.99248, -0.50708)  0.361
H (3.03033, -1.92677, 1.30950)  0.573
H (2.60785, -5.50338, -0.63384)  0.537
H (4.02315, -4.74902, -2.54029)  0.418
C (-3.44013, 0.10820, 3.04167)  -0.372
C (-3.70282, -1.23151, 3.26112)  -0.491
C (-3.02899, -1.88782, 4.27713)  -0.315
N (-2.12510, -1.29595, 5.05848)  -0.527
C (-1.88269, -0.00264, 4.82366)  -0.024
C (-2.51175, 0.74025, 3.84038)  -0.613
H (-3.94618, 0.64738, 2.24999)  0.545
H (-4.41716, -1.76190, 2.64460)  0.484
H (-3.20353, -2.94025, 4.47622)  0.387
H (-1.14020, 0.45243, 5.44896)  0.360
H (-2.26740, 1.78485, 3.70069)  0.537
C (3.37151, 1.99196, -7.67022)  -0.426
C (3.55193, 0.68109, -8.08316)  -0.309
C (2.76494, -0.30231, -7.50542)  -0.277
N (1.84436, -0.06177, -6.57065)  -0.528
C (1.68754, 1.20559, -6.18548)  0.091
C (2.42032, 2.26401, -6.70212)  -0.147
H (3.96567, 2.79037, -8.09774)  0.369
H (4.28578, 0.42695, -8.83623)  0.359
H (2.86864, -1.34156, -7.79926)  0.366
H (0.93292, 1.37128, -5.42191)  0.213
H (2.24905, 3.27327, -6.35260)  0.393
C (-9.30228, 1.17470, -7.38131)  -0.139
C (-9.75599, 1.74968, -6.20599)  -0.510
C (-9.06937, 2.84368, -5.70355)  -0.050
N (-7.99242, 3.37617, -6.28367)  -0.505
C (-7.57193, 2.80605, -7.41354)  -0.212
C (-8.18704, 1.71187, -8.00195)  -0.414
H (-9.81100, 0.31917, -7.80780)  0.359
H (-10.62263, 1.35965, -5.68979)  0.353
H (-9.39061, 3.32787, -4.78702)  0.394
H (-6.69400, 3.25785, -7.86260)  0.369
H (-7.80152, 1.29263, -8.92127)  0.353
C (-0.11205, -6.65096, -4.93684)  -0.202
C (1.20427, -6.99080, -5.20364)  -0.453
C (2.05859, -7.19561, -4.13157)  -0.264
N (1.68935, -7.08221, -2.85477)  -0.311
C (0.41797, -6.75209, -2.61842)  0.071
C (-0.51756, -6.52856, -3.61851)  -0.800
H (-0.81191, -6.48307, -5.74638)  0.384
H (1.56116, -7.09467, -6.21948)  0.370
H (3.09732, -7.46545, -4.29273)  0.376
H (0.14934, -6.66571, -1.57186)  0.469
H (-1.53647, -6.26479, -3.36841)  0.392
C (-3.80519, -3.06708, -1.77335)  -0.098
C (-3.57794, -3.23497, -0.41652)  -0.763
C (-2.48776, -2.59048, 0.14505)  -0.378
N (-1.64298, -1.81909, -0.53668)  -0.049
C (-1.87812, -1.67014, -1.84085)  -0.080
C (-2.93967, -2.26803, -2.50443)  -1.059
H (-4.64584, -3.55139, -2.25494)  0.416
H (-4.22955, -3.84909, 0.19080)  0.452
H (-2.26002, -2.68040, 1.20181)  0.608
H (-1.17426, -1.03942, -2.37355)  0.420
H (-3.08358, -2.11114, -3.56482)  0.448
C (3.39068, -4.54892, 8.31437)  -0.105
C (4.34984, -4.03337, 7.45859)  -0.639
C (4.08761, -2.82654, 6.82990)  -0.176
N (2.96164, -2.13213, 6.99830)  -0.252
C (2.05022, -2.64717, 7.82477)  -0.069
C (2.21434, -3.84335, 8.50481)  -0.709
H (3.55749, -5.48876, 8.82579)  0.379
H (5.28084, -4.55435, 7.28186)  0.359
H (4.81029, -2.38320, 6.15349)  0.398
H (1.14316, -2.06256, 7.93991)  0.344
H (1.44068, -4.21167, 9.16453)  0.353
C (-1.26654, -9.89395, 2.17215)  -0.167
C (-1.90689, -8.69694, 1.89708)  -0.592
C (-1.28218, -7.80019, 1.04433)  -0.200
N (-0.09693, -8.02054, 0.47503)  -0.186
C (0.50341, -9.17717, 0.75362)  -0.126
C (-0.03524, -10.14372, 1.58932)  -0.622
H (-1.72105, -10.62241, 2.83222)  0.360
H (-2.86887, -8.46324, 2.33288)  0.359
H (-1.74719, -6.85108, 0.79724)  0.434
H (1.46655, -9.32637, 0.27737)  0.369
H (0.49682, -11.06620, 1.77810)  0.365